Record 1
{
  "formula": "C2H5Cl3N2",
  "method": "ωB97M-V with the def2-TZVPD basis set",
  "elements": ["C", "C", "N", "N", "Cl", "Cl", "Cl", "H", "H", "H", "H", "H"],
  "positions_angstrom": [[0.61, -1.40, 0.38], [-0.56, 0.83, -0.80], [1.51, -0.98, 1.34], [-1.77, 0.99, -0.20], [1.05, -2.33, -0.92], [-0.61, 0.25, -2.40], [0.69, 1.99, -0.35], [-0.43, -1.53, 0.64], [2.43, -0.72, 0.96], [1.42, -0.13, 1.89], [-2.59, 1.11, -0.85], [-1.73, 1.92, 0.30]],
  "gap_ev": [7.891, 6.919],
  "total_energy_ha": -1569.1742,
  "lumo_ha": [0.0245, 0.0114],
  "multiplicity": 1,
  "homo_energy_ev": [-7.22, -6.61],
  "relative_energy_kcal_mol": 65.8
}

=====

Record 2
{
  "formula": "C20H42BNO4S",
  "method": "ωB97M-V with the def2-TZVPD basis set",
  "elements": ["C", "C", "B", "C", "C", "C", "N", "C", "C", "C", "S", "H", "H", "H", "H", "H", "H", "H", "H", "H", "H", "H", "H", "H", "H", "H", "H", "H", "H", "C", "C", "C", "O", "H", "H", "H", "H", "H", "H", "C", "C", "C", "O", "H", "H", "H", "H", "H", "H", "C", "C", "C", "O", "H", "H", "H", "H", "H", "H", "C", "C", "C", "O", "H", "H", "H", "H", "H", "H"],
  "positions_angstrom": [[2.87, -0.20, 2.26], [2.65, -0.70, 1.03], [2.21, 0.03, -0.28], [0.81, -0.26, -0.94], [-0.36, 0.05, 0.01], [-0.22, 1.39, 0.71], [-0.27, 2.50, -0.26], [3.23, 1.04, -0.94], [3.85, 2.06, 0.04], [5.26, 1.74, 0.53], [6.49, 1.39, -0.76], [2.22, 0.56, 2.70], [3.68, -0.55, 2.89], [2.82, -1.78, 0.93], [0.70, 0.26, -1.90], [0.80, -1.33, -1.19], [-0.49, -0.73, 0.76], [-1.29, 0.07, -0.55], [-1.06, 1.51, 1.39], [0.69, 1.43, 1.32], [0.09, 3.34, 0.17], [0.31, 2.28, -1.06], [2.67, 1.59, -1.71], [4.01, 0.49, -1.47], [3.21, 2.15, 0.92], [3.86, 3.05, -0.43], [5.23, 0.92, 1.25], [5.66, 2.60, 1.06], [6.23, 0.09, -0.93], [-5.23, -0.29, -1.42], [-4.59, 0.19, -0.14], [-4.70, 1.66, 0.15], [-4.02, -0.57, 0.61], [-5.08, -1.36, -1.53], [-6.29, -0.07, -1.42], [-4.77, 0.23, -2.27], [-5.75, 1.96, 0.21], [-4.22, 2.21, -0.66], [-4.21, 1.88, 1.09], [-0.03, -4.47, -1.68], [1.42, -4.10, -1.47], [2.14, -4.81, -0.35], [1.97, -3.28, -2.17], [-0.44, -3.90, -2.51], [-0.12, -5.54, -1.90], [-0.61, -4.25, -0.78], [2.14, -5.89, -0.52], [1.64, -4.60, 0.60], [3.16, -4.45, -0.30], [-4.50, 5.33, -2.75], [-3.28, 4.46, -2.63], [-1.97, 5.05, -3.10], [-3.33, 3.34, -2.18], [-5.37, 4.79, -2.38], [-4.37, 6.25, -2.17], [-4.66, 5.61, -3.79], [-1.75, 5.95, -2.53], [-2.04, 5.32, -4.15], [-1.17, 4.32, -2.95], [-0.69, -3.84, 3.34], [0.76, -3.44, 3.45], [1.36, -3.44, 4.83], [1.41, -3.12, 2.48], [-1.01, -3.79, 2.30], [-0.83, -4.85, 3.71], [-1.31, -3.17, 3.93], [1.30, -4.44, 5.27], [0.81, -2.76, 5.48], [2.40, -3.13, 4.78]],
  "gap_ev": 8.949,
  "total_energy_ha": -1565.9364,
  "smiles": "C=CB(CCCN)CCCS.CC(C)=O.CC(C)=O.CC(C)=O.CC(C)=O",
  "lumo_ha": 0.0252,
  "multiplicity": 1,
  "homo_energy_ev": -8.26
}

=====

Record 3
{
  "formula": "C6H14N3",
  "method": "ωB97M-V with the def2-TZVPD basis set",
  "elements": ["C", "C", "N", "N", "C", "N", "C", "C", "C", "H", "H", "H", "H", "H", "H", "H", "H", "H", "H", "H", "H", "H", "H"],
  "positions_angstrom": [[0.74, 2.89, 0.08], [0.72, 1.74, -0.53], [0.05, 0.49, 0.12], [-1.27, 0.37, -0.35], [-2.12, -0.15, 0.44], [-3.34, -0.30, -0.02], [0.84, -0.63, -0.41], [0.22, -2.02, -0.01], [2.28, -0.74, 0.15], [1.01, 3.90, -0.33], [0.33, 3.03, 1.09], [1.19, 1.55, -1.43], [0.18, 0.57, 1.20], [-1.84, -0.44, 1.37], [-4.22, -0.33, 0.60], [-3.62, -0.01, -1.05], [0.87, -0.56, -1.47], [0.01, -2.11, 0.97], [-0.73, -2.06, -0.53], [0.81, -2.80, -0.47], [2.65, 0.27, 0.12], [2.77, -1.37, -0.54], [2.46, -1.30, 0.98]],
  "gap_ev": 10.902,
  "total_energy_ha": -400.9275,
  "smiles": "C=C[N@@H+](/N=C/N)C(C)C",
  "lumo_ha": -0.1026,
  "multiplicity": 1,
  "homo_energy_ev": -13.69,
  "relative_energy_kcal_mol": 77.1,
  "total_charge": 1
}

=====

Record 4
{
  "formula": "C14H19F3K2NO16S2",
  "method": "ωB97M-V with the def2-TZVPD basis set",
  "elements": ["K", "K", "N", "S", "O", "O", "F", "S", "O", "O", "F", "C", "C", "O", "C", "O", "O", "H", "H", "H", "H", "C", "C", "C", "O", "C", "O", "O", "H", "H", "H", "H", "H", "H", "C", "C", "C", "O", "C", "O", "O", "H", "H", "H", "H", "H", "H", "C", "C", "O", "C", "O", "O", "F", "H", "H", "H"],
  "positions_angstrom": [[27.00, -1.23, -0.18], [26.68, 2.19, -1.78], [26.06, -0.33, -2.84], [27.04, -1.20, -4.00], [27.46, -0.47, -5.16], [26.91, -2.67, -4.00], [28.47, -1.21, -3.18], [24.67, -0.78, -3.45], [23.96, -1.70, -2.59], [24.41, -0.79, -4.86], [23.92, 0.67, -3.13], [22.89, -5.04, -1.84], [23.64, -6.07, -0.97], [22.66, -7.11, -0.96], [21.71, -6.97, -1.91], [20.90, -7.87, -2.30], [21.88, -5.86, -2.43], [23.59, -4.60, -2.55], [22.35, -4.19, -1.41], [23.69, -5.64, 0.03], [24.56, -6.40, -1.45], [31.21, -0.94, -4.48], [32.40, -1.79, -5.00], [32.01, -3.25, -5.44], [32.83, -3.44, -6.54], [33.48, -2.30, -6.92], [34.10, -2.03, -7.95], [32.92, -1.32, -6.24], [31.72, -0.09, -4.01], [30.59, -1.50, -3.79], [30.57, -0.40, -5.17], [33.16, -1.87, -4.23], [30.99, -3.47, -5.76], [32.15, -4.06, -4.73], [23.56, -1.21, -9.42], [23.21, -0.43, -8.21], [24.26, 0.64, -7.78], [23.48, 1.67, -7.17], [22.29, 1.59, -7.65], [21.40, 2.34, -7.33], [22.13, 0.51, -8.46], [24.23, -2.05, -9.21], [24.20, -0.71, -10.14], [22.78, -1.65, -10.04], [22.79, -1.02, -7.39], [24.79, 1.08, -8.62], [24.89, 0.14, -7.05], [20.98, 3.11, -4.51], [20.35, 4.15, -3.63], [21.57, 4.55, -3.02], [22.71, 3.93, -3.42], [23.90, 4.21, -3.01], [22.31, 2.85, -4.11], [19.53, 3.56, -2.58], [21.29, 3.54, -5.46], [20.38, 2.27, -4.86], [19.77, 4.97, -4.05]],
  "gap_ev": 6.720,
  "total_energy_ha": -4099.0160,
  "lumo_ha": -0.1949,
  "multiplicity": 1,
  "homo_energy_ev": -12.02,
  "total_charge": 1
}

=====

Record 5
{
  "formula": "C2H7N2O",
  "method": "ωB97M-V with the def2-TZVPD basis set",
  "elements": ["N", "C", "C", "N", "O", "H", "H", "H", "H", "H", "H", "H"],
  "positions_angstrom": [[1.10, -0.75, -1.03], [0.24, 0.39, -0.48], [-0.59, -0.15, 0.73], [-1.38, 0.73, 1.31], [-0.30, -1.29, 1.12], [1.45, -0.59, -1.98], [1.89, -0.81, -0.35], [0.72, -1.72, -0.96], [-0.34, 0.87, -1.28], [0.85, 1.19, -0.07], [-1.58, 1.66, 0.97], [-2.05, 0.45, 2.02]],
  "gap_ev": [13.330, 7.850],
  "total_energy_ha": -264.3731,
  "lumo_ha": [-0.3472, -0.5401],
  "multiplicity": 2,
  "homo_energy_ev": [-22.78, -22.55],
  "relative_energy_kcal_mol": 15.3,
  "total_charge": 2
}

=====

Record 6
{
  "formula": "C2H7OS",
  "method": "ωB97M-V with the def2-TZVPD basis set",
  "elements": ["S", "H", "C", "O", "C", "H", "H", "H", "H", "H", "H"],
  "positions_angstrom": [[0.05, 2.99, -0.85], [0.40, 4.24, -0.43], [-0.20, -0.90, -0.44], [-1.21, 0.08, -0.34], [0.44, -1.20, 0.96], [-0.65, -1.82, -0.83], [0.58, -0.62, -1.16], [-0.88, 0.88, -0.79], [0.64, -2.25, 1.04], [1.23, -0.50, 1.22], [-0.38, -0.91, 1.63]],
  "gap_ev": 6.783,
  "total_energy_ha": -553.8444,
  "lumo_ha": 0.1482,
  "multiplicity": 1,
  "homo_energy_ev": -2.75,
  "relative_energy_kcal_mol": 12.3,
  "total_charge": -1
}

=====

- Number 3 is which compound?
  C6H14N3